[1]
The following is a DFT calculation (ωB97M-V/def2-TZVPD) of a structure of composition C5H5NO2.

Geometry (Å):
C -0.754 -0.702 -0.581
C 1.334 -0.116 0.156
C 0.998 0.825 -1.007
C -0.388 0.795 -0.451
C 0.196 0.728 0.896
H 0.569 -2.085 0.387
H 2.319 -0.445 0.527
H 1.177 0.333 -2.037
H 1.515 1.789 -0.844
H -1.115 1.563 -0.606
N 0.454 -1.234 -0.238
O -1.894 -1.132 -0.788
O -0.101 0.919 2.059

**DFT total energy**: -398.70005 Eh
**HOMO-LUMO gap**: 10.055 eV
**Lowest unoccupied orbital energy**: 0.587 eV

***

[2]
The following is a DFT calculation (ωB97M-V/def2-TZVPD) of a cluster of 2 separate species, C5H5NO2 in total.

Geometry (Å):
C -0.805 -0.833 0.644
C -0.138 -0.385 -0.571
C 0.786 2.547 0.748
C 0.128 -1.736 -0.087
C 0.063 0.277 -1.723
N -1.318 -0.449 1.716
O -0.096 3.138 0.259
O 1.579 1.794 1.119
H -0.200 -2.418 -0.881
H 1.005 -2.095 0.575
H -0.471 1.136 -1.893
H 0.766 0.028 -2.475
H -1.300 -1.004 2.568

**Expectation value of S²**: 2.024
**DFT total energy**: -398.54367 Eh
**2S+1**: 3
**HOMO-LUMO gap (alpha / beta)**: 6.650 / 6.595 eV
**Lowest unoccupied orbital energy (alpha / beta)**: 0.693 / -2.763 eV

***

[3]
The following is a DFT calculation (ωB97M-V/def2-TZVPD) of a cluster of 2 separate species, C5H5NO2S in total.

Geometry (Å):
C -2.457 0.382 0.299
C -1.223 -0.115 0.795
C -2.379 0.794 -0.992
C -0.288 -0.074 -0.173
C 1.737 -0.443 0.070
N 2.458 0.742 0.260
O 2.203 -0.224 1.320
O 2.065 -1.500 -0.684
S -0.800 0.580 -1.656
H -3.356 0.441 0.888
H -1.062 -0.467 1.794
H -3.148 1.220 -1.604
H 3.445 0.663 -0.011
H 2.806 -2.000 -0.306

**DFT total energy**: -796.77833 Eh
**HOMO-LUMO gap**: 9.358 eV
**Lowest unoccupied orbital energy**: 0.467 eV

***

[4]
The following is a DFT calculation (ωB97M-V/def2-TZVPD) of an isolated molecule of C5H5NO3.

Geometry (Å):
C 1.836 1.061 -0.171
C 1.933 -0.325 0.035
C 1.813 2.277 -0.304
C 0.979 -1.273 0.183
C -0.985 0.058 -0.011
N -2.286 0.004 -0.142
O -3.098 0.933 -0.214
O -2.924 -1.171 -0.018
O -0.342 -1.084 0.134
H -2.270 -1.939 0.298
H 2.982 -0.635 0.032
H 1.818 3.313 -0.242
H 1.019 -2.275 0.480
H -0.475 1.055 -0.060

**DFT total energy**: -473.74415 Eh
**HOMO-LUMO gap**: 8.428 eV
**Lowest unoccupied orbital energy**: 0.252 eV

***

[5]
The following is a DFT calculation (ωB97M-V/def2-TZVPD) of a structure of composition C5H5NO3P.

Geometry (Å):
C 3.774 0.841 -0.166
C 1.644 -0.290 0.002
C -2.271 -0.865 -0.191
C -2.594 0.633 -0.233
C 2.425 0.756 0.096
N 4.914 0.910 -0.279
O 0.268 0.019 -0.049
O 1.827 -1.525 -0.158
O -3.116 -1.749 -0.097
P -0.423 -1.430 -0.164
H -3.652 0.856 -0.226
H -2.062 0.904 0.707
H -2.099 1.060 -1.028
H 1.972 1.610 0.459
H -0.608 -1.731 1.328

**DFT total energy**: -815.39017 Eh
**HOMO-LUMO gap**: 7.703 eV
**Lowest unoccupied orbital energy**: 3.453 eV
**Total charge**: -1

***

[6]
The following is a DFT calculation (ωB97M-V/def2-TZVPD) of an isolated molecule of C5H5NO3S.

Geometry (Å):
C 1.966 -0.732 -0.961
C 2.013 0.267 -1.808
C 0.943 -1.162 0.082
C -2.187 0.402 0.926
C -0.974 -0.181 1.083
N -0.228 -0.529 0.042
O 1.231 -2.105 0.798
O 1.084 2.790 -1.542
O 0.321 1.474 -3.495
S 0.638 1.527 -2.087
H 2.812 -1.411 -0.896
H 2.806 0.466 -2.510
H -2.809 0.637 1.769
H -2.551 0.639 -0.059
H -0.576 -0.359 2.083

**DFT total energy**: -872.03859 Eh
**HOMO-LUMO gap (alpha / beta)**: 8.088 / 6.909 eV
**Lowest unoccupied orbital energy (alpha / beta)**: -2.033 / -2.527 eV

***

[7]
The following is a DFT calculation (ωB97M-V/def2-TZVPD) of a structure of composition C5H5NO4.

Geometry (Å):
C -0.696 -0.100 -1.033
C -1.227 0.828 0.020
C 0.506 -0.705 -0.888
C -0.478 0.927 1.145
C 1.226 -0.534 0.373
N 2.668 0.509 -0.099
O 3.558 -0.037 -0.668
O 2.365 1.683 -0.026
O 0.695 0.359 1.324
O 1.817 -1.670 0.840
H -1.290 -0.506 -1.961
H -2.207 1.185 -0.100
H 0.703 -1.332 -1.679
H -0.570 1.512 2.043
H 2.340 -1.519 1.698

**DFT total energy**: -549.06937 Eh
**HOMO-LUMO gap**: 8.810 eV
**Lowest unoccupied orbital energy**: 0.167 eV

***

[8]
The following is a DFT calculation (ωB97M-V/def2-TZVPD) of an isolated molecule of C5H5NO4S.

Geometry (Å):
O 2.980 0.274 -0.734
O 1.715 2.152 -1.331
O -1.177 1.845 -0.742
O 1.278 0.324 -2.583
C -0.484 -1.554 1.490
C -1.607 -0.793 1.485
C 0.564 -1.145 0.606
C -1.757 0.327 0.650
C 0.411 0.125 -0.068
N -0.771 0.776 -0.054
S 1.637 0.732 -1.141
H 1.092 1.187 -2.949
H -0.365 -2.357 2.129
H -2.365 -1.102 2.209
H 1.565 -1.677 0.447
H -2.715 0.886 0.586

**DFT total energy**: -947.28776 Eh
**HOMO-LUMO gap**: 8.661 eV
**Lowest unoccupied orbital energy**: -0.753 eV